[1]
Below is a 2-piece molecular cluster, C15H8Cl4NO2 overall at a distorted geometry, with properties calculated with ωB97M-V/def2-TZVPD.

Its charge is -1. The LUMO energy is 0.839 eV. For the frontier orbital gap, the calculation gives 3.9823 eV.

```
30
Properties=species:S:1:pos:R:3:forces:R:3
Cl -2.088584 1.915904 3.314688 0.01 0.18 0.10
C -1.063608 0.627092 2.827831 -1.18 -0.90 -0.34
C -1.626060 -0.583124 2.496440 0.38 0.34 0.23
Cl -3.306520 -0.711342 2.204210 -0.28 -0.23 0.24
C -0.856506 -1.817965 2.423068 -0.51 -0.59 -0.40
O -1.378034 -2.907721 2.221330 0.64 0.66 0.25
C 0.675561 -1.697032 2.596780 0.24 -1.02 -0.51
O 1.402063 -2.680562 2.511659 -0.97 1.27 0.22
C 1.180773 -0.334694 2.804168 -0.70 1.39 0.44
Cl 2.863553 -0.172122 2.876843 0.64 0.03 0.10
C 0.354931 0.752784 3.008121 1.26 -1.23 -0.43
Cl 0.997483 2.291593 3.378620 0.08 -0.01 -0.04
C -1.579617 3.198288 0.364322 0.31 0.35 -0.06
C -1.227165 1.774393 0.099730 0.09 -0.45 0.38
C 0.127641 1.463713 -0.011865 2.07 0.00 -0.11
N 1.287565 1.266077 -0.098748 -1.72 0.07 0.13
C -2.159167 0.865389 -0.476434 -0.47 -0.28 -0.31
C -3.542721 1.197960 -0.566439 0.05 -0.06 -0.23
C -4.421590 0.430329 -1.316523 0.43 -0.05 0.12
C -3.957880 -0.719155 -1.969147 0.02 -0.28 -0.06
C -2.642593 -1.153206 -1.772230 0.12 0.32 0.26
C -1.753865 -0.384389 -1.022775 -0.21 0.03 0.11
H -2.546604 3.336616 0.850554 0.09 -0.09 0.10
H -0.803923 3.657343 0.984134 -0.17 0.05 0.01
H -1.608745 3.749110 -0.583810 -0.10 0.18 0.00
H -3.920998 2.066331 -0.027155 0.13 -0.16 -0.25
H -5.471247 0.722270 -1.388590 0.28 -0.08 -0.03
H -4.615563 -1.282634 -2.626620 0.01 0.02 0.20
H -2.279750 -2.090472 -2.205478 -0.25 0.32 0.09
H -0.729662 -0.731597 -0.853513 -0.31 0.20 -0.21
```
Forces are in eV/Å.

Atomic partial charges in e from the Mulliken method, atoms 1 to 4: -0.15 0.26 0.26 -0.16

***

[2]
Below is C15H93BrN4O32P as an isolated structure at a distorted geometry, with properties calculated with ωB97M-V/def2-TZVPD.

Its charge is +1. The LUMO energy is -2.577 eV. For the frontier orbital gap, the calculation gives 8.5889 eV.

```
146
Properties=species:S:1:pos:R:3:forces:R:3
C -1.873702 1.698533 3.620852 -0.03 -0.45 0.12
C -3.034555 0.966762 2.925823 0.93 0.16 -0.13
C -2.611099 -0.481044 2.714792 -0.85 0.53 -0.25
C -3.610495 -1.320517 1.934916 0.53 -0.19 -0.04
C -3.496995 -1.194345 0.413478 0.16 -0.30 0.31
C -3.004476 -2.491322 -0.242663 -0.49 0.38 -0.32
C -2.408536 -2.253765 -1.641912 -0.38 -0.46 0.48
C -0.896396 -2.459450 -1.707789 -1.38 0.30 -0.64
N -0.157088 -1.281894 -1.254206 0.21 -0.13 -0.37
C 0.188586 -0.091789 -1.819092 -0.66 -1.04 0.13
N -0.056580 0.309678 -3.074829 0.02 0.50 0.22
O -0.676779 -0.486188 -4.019805 0.05 -0.24 0.53
C 0.344383 1.635752 -3.494762 -0.17 -0.71 -0.35
C 1.817926 1.784150 -3.951239 -0.37 1.00 0.43
C 2.538604 2.844405 -3.123996 0.08 0.21 -0.18
Br 2.754791 0.084444 -4.018973 -0.07 -0.18 0.02
N 0.829729 0.670190 -0.933180 0.34 0.67 0.00
C 0.902159 -0.053390 0.171747 -0.51 -0.14 -0.92
N 0.301670 -1.231859 0.021052 1.76 0.60 1.64
P 0.096277 -2.491129 1.273260 -2.41 -1.82 0.19
C 1.241267 -3.842183 0.773495 0.92 1.36 0.00
C 0.635130 -1.824035 2.864596 1.21 0.58 -0.64
H -2.153063 2.092737 4.588236 -0.02 0.29 0.03
H -1.433012 2.463205 2.990792 -0.09 0.33 0.00
H -1.090437 0.964819 3.817885 0.19 -0.03 0.15
H -3.184073 1.469650 1.975618 -0.46 -0.10 -0.09
H -3.936159 1.015081 3.525716 -0.21 -0.01 0.03
H -1.668643 -0.441333 2.164095 0.22 -0.20 -0.04
H -2.465575 -0.915347 3.693172 0.29 -0.25 0.19
H -3.411664 -2.353563 2.193064 -0.25 -0.21 0.07
H -4.616977 -1.098637 2.271228 -0.21 0.07 0.11
H -2.804529 -0.399857 0.124619 -0.07 0.34 0.11
H -4.483614 -0.958633 0.027143 0.00 0.23 -0.45
H -3.867967 -3.150011 -0.298412 -0.08 -0.24 -0.18
H -2.279610 -2.996511 0.384977 0.06 0.12 0.14
H -2.868068 -2.948404 -2.339102 0.10 -0.15 -0.25
H -2.675069 -1.261081 -1.991198 0.07 0.21 -0.17
H -0.631646 -3.336733 -1.134603 0.38 0.07 0.19
H -0.656899 -2.668228 -2.734335 0.52 0.14 -0.28
H -0.044256 -1.189299 -4.251732 0.05 -0.01 -0.25
H 0.096768 2.313563 -2.688135 0.26 0.17 0.20
H -0.304291 1.892432 -4.322078 -0.14 -0.06 -0.18
H 1.787850 2.155136 -4.964882 0.20 -0.34 -0.38
H 2.518036 3.770857 -3.691607 0.13 0.19 -0.08
H 2.034082 3.054847 -2.189671 0.04 -0.28 0.34
H 3.580152 2.625664 -2.926719 0.13 -0.10 0.03
H 1.377186 0.269195 1.075966 0.04 -0.06 0.27
H 2.218470 -3.687805 1.228359 0.19 -0.21 0.06
H 1.384997 -3.778161 -0.300877 -0.06 -0.17 -0.20
H 0.852462 -4.810491 1.045324 -0.27 -0.13 0.16
H 0.237330 -0.838157 3.077417 -0.19 0.08 -0.02
H 1.720053 -1.787089 2.933037 0.17 0.03 0.24
H 0.241400 -2.493716 3.621150 -0.18 -0.26 0.01
O 0.625926 -5.707092 3.339422 0.70 0.38 0.12
H 0.822407 -6.649412 3.269055 0.03 -0.05 -0.02
H 1.473418 -5.304810 3.588106 0.10 0.07 -0.01
O -2.989620 -4.768359 2.311244 0.24 0.00 -0.23
H -2.971082 -4.806819 1.350658 -0.09 0.05 -0.02
H -2.101006 -5.044988 2.586760 -0.20 -0.73 0.02
O -1.536127 -6.910916 3.579723 -2.06 0.50 -4.03
H -1.020563 -6.538004 4.315224 -1.90 -0.04 -1.63
H -2.330255 -7.255212 3.999739 0.11 -0.04 -0.19
O -1.513366 3.778748 6.231043 0.15 0.03 0.29
H -0.654313 4.117245 6.508139 0.00 0.00 -0.01
H -2.052466 4.569124 6.118496 -0.09 -0.07 -0.05
O 0.756433 -4.856619 -3.045619 -0.04 0.06 0.17
H 0.281491 -4.380481 -3.733078 0.06 -0.04 -0.11
H 1.525394 -4.306755 -2.863955 0.10 -0.08 -0.12
O -0.536221 4.215939 -5.865785 0.16 -0.25 0.14
H -1.363921 3.842713 -5.545345 -0.08 0.14 -0.07
H -0.299818 3.664700 -6.619940 -0.01 0.09 -0.06
O 1.453624 0.989459 5.106379 -0.01 0.00 -0.14
H 0.648192 1.408937 5.431051 -0.05 -0.10 0.01
H 1.746544 1.565163 4.393135 0.02 0.07 0.07
O 2.764343 6.379306 -4.789328 -0.23 -0.28 0.19
H 2.005004 5.815281 -4.971756 -0.09 0.15 -0.12
H 3.391904 6.159914 -5.495082 0.34 0.11 -0.15
O -2.824336 -3.037302 4.441207 0.35 0.00 0.50
H -3.619791 -3.446979 4.806294 -0.07 -0.07 0.03
H -2.583947 -3.615812 3.710461 -0.37 0.17 0.00
O -0.182418 -7.638109 0.998685 0.24 0.22 -0.18
H -0.342511 -7.157459 1.822516 -0.60 -0.20 0.06
H -0.519280 -7.063338 0.304489 -0.02 -0.08 -0.01
O 2.928421 1.395988 -7.433544 -0.31 -0.06 0.20
H 2.180709 0.929046 -7.824223 0.03 0.05 -0.07
H 3.084298 0.954696 -6.589757 0.19 -0.01 -0.09
O -1.541395 1.532949 8.474639 -0.06 0.19 -0.09
H -1.674591 2.044863 9.280303 -0.07 0.06 -0.05
H -1.796438 2.144589 7.766371 0.18 0.21 0.01
O 3.747429 1.464011 -10.161101 -0.04 -0.03 0.04
H 3.825582 1.304771 -9.210222 0.08 0.13 -0.06
H 4.364273 2.180388 -10.336706 0.02 -0.04 -0.03
O 4.823756 6.292417 -7.009940 -0.12 -0.20 0.21
H 4.358762 6.850479 -7.645898 -0.06 -0.11 -0.07
H 5.627687 6.784372 -6.809181 -0.02 0.07 -0.04
O 2.482414 6.204937 -8.921305 -0.03 -0.02 -0.02
H 1.669780 5.843813 -8.555765 -0.02 0.07 0.02
H 2.682078 5.635996 -9.671903 0.07 0.03 0.01
O -3.105320 0.216626 6.306327 -0.01 0.13 0.00
H -2.613481 0.555345 7.064918 -0.07 -0.26 0.08
H -3.945566 -0.068677 6.677846 0.00 -0.06 -0.05
O -5.137643 -4.876295 4.974021 0.14 0.11 0.09
H -5.928087 -5.304985 5.326841 0.05 0.03 -0.15
H -4.891822 -5.427298 4.224130 0.00 0.04 -0.08
O -2.690933 3.368418 0.910461 0.09 0.21 -0.23
H -2.009717 3.349506 0.231611 0.03 0.04 0.04
H -3.055452 4.262445 0.847730 -0.09 -0.03 -0.06
O 0.060949 -10.555714 1.042950 -0.11 -0.05 -0.04
H 0.743987 -10.525600 0.367619 0.01 -0.01 0.01
H -0.362965 -9.688054 0.990281 0.17 0.04 0.08
O 1.410160 5.964684 -1.690027 0.14 0.13 -0.10
H 0.947165 5.256733 -2.146414 0.00 -0.01 0.02
H 1.976578 6.352492 -2.372353 -0.06 0.07 -0.14
O -0.541531 -7.007974 5.393279 2.86 -0.80 5.28
H -0.578775 -7.182987 6.339060 -0.05 0.07 0.25
H 0.091681 -6.290680 5.287452 0.69 0.19 0.42
O 5.761328 0.088423 -5.975968 -0.06 -0.01 -0.02
H 6.310389 0.375611 -5.239214 0.02 0.01 -0.04
H 4.924549 -0.163779 -5.573904 0.12 -0.02 0.06
O 5.232619 9.004982 -6.434187 -0.07 -0.04 -0.13
H 4.611998 8.528703 -5.872259 -0.03 0.06 0.03
H 4.839739 9.883794 -6.515041 0.09 0.01 0.23
O -6.906675 -7.050446 5.206416 -0.02 -0.28 0.11
H -7.511982 -7.624273 4.725913 -0.05 0.11 -0.04
H -6.552099 -7.610483 5.905619 0.00 0.04 0.01
O 3.729264 5.215187 -0.101873 -0.02 0.16 0.15
H 3.022040 5.708727 -0.547952 -0.04 -0.27 0.02
H 3.260407 4.633908 0.505959 -0.02 -0.02 -0.03
O 3.812281 6.234473 2.781344 -0.05 -0.11 -0.04
H 3.827832 6.254646 1.814945 0.09 0.01 -0.04
H 4.663811 5.857747 3.022538 0.02 0.07 0.02
O 4.245240 11.475512 -5.153968 0.02 0.15 -0.03
H 4.301324 11.333096 -4.203790 -0.02 -0.07 -0.02
H 4.900963 12.158653 -5.330225 -0.04 0.02 -0.02
O 3.274680 -4.775875 4.135999 0.08 -0.02 -0.22
H 3.877196 -5.243217 3.546576 0.02 -0.04 0.05
H 3.842443 -4.194026 4.652208 -0.12 0.02 0.09
O 0.608996 -2.607358 -5.540206 -0.02 0.09 -0.01
H 0.479529 -3.369526 -6.117943 -0.03 -0.01 0.08
H 0.800471 -1.883237 -6.147397 0.09 -0.05 -0.02
O -4.316236 5.376728 -0.607853 0.16 -0.04 -0.13
H -4.391466 4.583536 -1.148794 -0.11 -0.04 0.08
H -4.160277 6.085429 -1.240972 -0.04 0.08 0.10
O -1.594723 -0.548414 10.835104 0.01 0.04 0.04
H -1.646398 -1.328946 10.275465 -0.01 0.01 0.01
H -1.429246 0.171040 10.217549 0.02 -0.18 -0.10
```
Forces are in eV/Å.

Atomic partial charges in e from the Mulliken method, atoms 1 to 4: -0.53 -0.56 0.47 -0.64

***

[3]
Below is C15H9AuN8O2S as an isolated structure at a distorted geometry, with properties calculated with ωB97M-V/def2-TZVPD.

Its charge is 0. The LUMO energy (alpha / beta) is -1.326 / -2.227 eV. Its spin multiplicity is 3. For the frontier orbital gap (alpha / beta), the calculation gives 5.9254 / 5.1719 eV.

```
36
Properties=species:S:1:pos:R:3:forces:R:3
Au 6.808184 2.512252 14.257486 0.97 -1.00 0.17
N 8.376574 4.979119 18.603226 -0.18 -0.08 0.84
C 8.781282 3.876287 17.912659 -0.84 0.63 -1.13
N 8.198634 3.891325 16.715702 0.21 -0.46 0.48
C 7.391423 4.971937 16.705861 1.05 -0.66 3.11
N 7.478876 5.662801 17.870268 -0.44 0.15 -0.77
C 6.396312 5.218705 15.684819 -0.61 0.21 -1.24
C 5.592335 6.349528 15.738515 0.43 1.17 -0.38
N 4.976683 6.823242 14.651739 -0.19 -0.28 0.80
C 4.983639 6.086758 13.534093 0.32 -0.39 1.24
C 5.551114 4.828677 13.514371 0.18 0.58 1.47
N 6.254402 4.411230 14.618284 -1.21 1.72 -0.60
H 8.550135 5.264646 19.620748 -0.31 -0.61 -2.37
H 9.407963 3.067347 18.253270 0.20 0.26 0.16
H 5.610942 6.920524 16.683084 -0.29 -0.08 -0.76
H 4.449236 6.474383 12.709919 -0.31 0.39 -0.88
H 5.443808 4.148768 12.672555 0.12 0.16 0.27
O 10.832531 0.083166 16.839952 -0.90 0.59 0.12
C 9.984465 0.317369 16.006950 0.35 0.00 0.52
O 9.049583 1.392778 16.080396 0.70 -1.37 -2.05
C 9.778008 -0.325918 14.759995 1.22 -0.05 -0.93
C 10.568368 -1.384525 14.035521 0.20 1.12 0.14
C 9.733103 -2.606331 12.243109 -1.01 1.70 -1.75
C 9.218820 -1.792167 11.224632 1.34 -2.04 0.91
C 8.390609 -0.705159 11.441727 -0.43 2.69 4.11
C 8.262096 0.193448 12.618778 2.75 -3.32 -0.98
S 7.285460 1.437122 12.277867 -3.21 2.67 -1.53
H 10.986813 -0.827666 13.181049 0.16 0.01 0.06
H 10.383480 -3.417779 12.036353 0.99 -0.61 -0.16
H 9.599959 -1.888478 10.225818 -0.28 -0.72 -0.54
H 7.678901 -0.463117 10.670269 0.08 0.33 -0.29
N 8.578077 1.527160 14.704541 0.81 -0.42 0.56
C 8.944551 0.423401 13.970893 -0.64 -0.74 0.95
N 9.490438 -2.128356 13.461285 -0.55 -1.34 -0.10
C 11.771226 -2.105667 14.495029 0.48 -1.43 0.57
N 12.663587 -2.839592 14.617363 -1.15 1.22 -0.04
```
Forces are in eV/Å.

Atomic partial charges in e from the Mulliken method, atoms 1 to 4: 0.42 0.03 -0.24 -0.16

***

Number 1 is which compound? C15H8Cl4NO2